{"formula": "C35H28F5MgN9OS", "method": "ωB97M-V/def2-TZVPD", "fmax_ev_per_a": 0.3, "relative_energy_kj_mol": 31.89, "lumo_ev": -0.4, "spin_multiplicity": 1, "homo_energy_ev": -7.8340, "symbols": ["Mg", "F", "C", "C", "F", "C", "F", "C", "S", "C", "F", "C", "F", "C", "N", "C", "N", "C", "N", "C", "C", "C", "C", "C", "C", "C", "N", "N", "C", "O", "C", "C", "C", "C", "C", "C", "N", "C", "N", "C", "N", "C", "H", "H", "H", "H", "H", "H", "H", "H", "H", "H", "H", "H", "H", "H", "H", "H", "C", "N", "C", "C", "C", "C", "C", "C", "C", "C", "H", "H", "H", "H", "H", "H", "H", "H", "H", "H", "H", "H"], "positions_angstrom": [[-0.02496, -0.19145, 0.56862], [5.86941, 0.87913, 3.66999], [4.55120, 0.77332, 3.50859], [3.99183, 0.83258, 2.24327], [4.76366, 0.99794, 1.16839], [2.62367, 0.71445, 2.11617], [2.11988, 0.76124, 0.84950], [1.74544, 0.55180, 3.18111], [0.00503, 0.40060, 2.97818], [2.34894, 0.50201, 4.43657], [1.60422, 0.35054, 5.53143], [3.72022, 0.60614, 4.60476], [4.25028, 0.55168, 5.82598], [-5.40038, -0.88605, -0.97130], [-4.23228, -0.47783, -0.21806], [-2.96938, -0.35833, -0.62275], [-2.21352, 0.05782, 0.37777], [-3.09827, 0.17396, 1.40549], [-4.33190, -0.12434, 1.08219], [-6.15889, 0.26059, -1.59702], [-7.35535, -0.01932, -2.25054], [-8.07948, 0.99418, -2.85713], [-7.61318, 2.29820, -2.82187], [-6.41732, 2.57703, -2.17083], [-5.69363, 1.56229, -1.55434], [-5.92084, 3.95044, -2.15586], [-6.45226, 5.00376, -2.66445], [-5.57288, 6.05022, -2.40422], [-4.58453, 5.54218, -1.76093], [-4.72824, 4.20478, -1.55737], [-3.37594, 6.19480, -1.26511], [-3.15176, 7.53732, -1.56116], [-1.99506, 8.14726, -1.11431], [-1.06379, 7.42575, -0.37814], [-1.29118, 6.09207, -0.07089], [-0.29836, 5.32491, 0.76374], [0.02267, 4.02818, 0.19939], [-0.47752, 2.83623, 0.51980], [0.01465, 1.91077, -0.28356], [0.83186, 2.62179, -1.10434], [0.85438, 3.90755, -0.85743], [-2.45258, 5.47858, -0.51696], [-6.03605, -1.43814, -0.27944], [-5.06417, -1.58420, -1.74061], [-2.63616, -0.60677, -1.61702], [-2.81261, 0.47228, 2.40087], [-7.72459, -1.03716, -2.28319], [-9.00879, 0.76712, -3.36043], [-8.16036, 3.10187, -3.29334], [-4.77108, 1.79685, -1.04226], [-3.88101, 8.08111, -2.14468], [-1.80824, 9.18609, -1.34789], [-0.15127, 7.90443, -0.04602], [-0.68824, 5.13872, 1.76698], [0.63192, 5.88176, 0.86513], [-1.13507, 2.66935, 1.35700], [1.42138, 2.17810, -1.88816], [-2.63855, 4.43563, -0.29604], [4.97662, -2.59272, 0.10766], [3.64802, -3.11028, 0.36080], [3.34791, -3.08737, 1.77935], [2.64443, -2.38353, -0.40721], [1.26978, -3.00918, -0.31160], [1.19405, -4.38040, -0.54992], [-0.01413, -5.05004, -0.47827], [-1.15822, -4.33697, -0.15622], [-1.06939, -2.97062, 0.07042], [0.13296, -2.24469, 0.00126], [5.71113, -3.15634, 0.68386], [5.07678, -1.52703, 0.37989], [5.22023, -2.69340, -0.95091], [4.09128, -3.67262, 2.32178], [2.36437, -3.51782, 1.96359], [3.35059, -2.06145, 2.19114], [2.97679, -2.37095, -1.45136], [2.58848, -1.32929, -0.08839], [2.10416, -4.92404, -0.77424], [-0.06210, -6.11556, -0.66340], [-2.11326, -4.84312, -0.07088], [-1.99235, -2.46650, 0.34798]]}

***

{"formula": "C35H28N2O4PdTe", "method": "ωB97M-V/def2-TZVPD", "fmax_ev_per_a": 0.6, "lumo_ev": [-6.0, -8.5], "spin_multiplicity": 5, "homo_energy_ev": [-14.2853, -14.7759], "charge": 2, "symbols": ["Pd", "C", "C", "C", "C", "C", "O", "C", "C", "C", "C", "C", "C", "C", "O", "C", "C", "C", "N", "C", "C", "Te", "C", "C", "C", "C", "C", "C", "C", "C", "C", "C", "C", "C", "H", "H", "H", "H", "H", "H", "H", "H", "H", "H", "H", "H", "H", "H", "H", "H", "H", "H", "H", "H", "H", "H", "H", "H", "O", "C", "O", "C", "C", "C", "C", "C", "N", "H", "H", "H", "H"], "positions_angstrom": [[-0.61692, 0.72303, -1.72226], [4.60086, 1.00181, 2.62235], [3.62688, 0.65150, 1.55596], [4.04185, 0.45290, 0.21940], [3.15184, 0.07996, -0.74294], [3.55747, -0.00506, -2.19878], [4.67138, -0.33315, -2.50588], [2.46694, 0.30744, -3.18258], [1.75027, 1.49320, -3.06986], [0.58069, 1.67245, -3.81664], [0.13815, 0.65248, -4.66575], [0.90631, -0.49458, -4.82932], [2.07758, -0.65740, -4.10415], [1.77329, -0.20455, -0.38292], [1.02267, -0.77453, -1.21169], [1.31095, 0.15349, 0.95305], [2.24748, 0.52751, 1.87944], [-0.13300, 0.08769, 1.31330], [-1.02169, 0.22124, 0.39438], [-2.46042, 0.10795, 0.68200], [-3.10153, -1.14147, 0.04141], [-1.85440, -2.16716, -1.32374], [-0.88960, -3.41589, 0.00418], [0.28900, -3.99176, -0.48744], [0.99584, -4.88626, 0.29750], [0.52542, -5.21485, 1.56380], [-0.64765, -4.64956, 2.04935], [-1.35854, -3.74514, 1.27772], [-0.43782, -0.09854, 2.75582], [-1.10245, 0.88976, 3.47844], [-1.34812, 0.70621, 4.83049], [-0.94317, -0.46494, 5.45680], [-0.27583, -1.44808, 4.73801], [-0.00634, -1.26071, 3.39122], [5.54535, 1.35635, 2.21709], [4.81047, 0.11028, 3.22389], [4.19085, 1.74917, 3.30215], [5.07779, 0.62124, -0.05135], [2.09411, 2.28102, -2.40628], [0.07273, 2.62848, -3.81109], [-0.77822, 0.77993, -5.22708], [0.58864, -1.25868, -5.52581], [2.66904, -1.55698, -4.21767], [1.94240, 0.74312, 2.89587], [-2.92947, 1.00418, 0.27629], [-2.64996, 0.08059, 1.75207], [-3.98463, -0.88508, -0.54006], [-3.38363, -1.87128, 0.79642], [0.65744, -3.74864, -1.47771], [1.90256, -5.33706, -0.08177], [1.06997, -5.92595, 2.17047], [-1.01555, -4.92409, 3.02887], [-2.27365, -3.32867, 1.67614], [-1.41963, 1.80334, 2.98940], [-1.85664, 1.47588, 5.39459], [-1.14297, -0.60792, 6.50995], [0.04388, -2.35546, 5.23224], [0.53040, -2.01884, 2.83271], [-4.36257, 1.14238, -3.30745], [-3.29724, 1.26637, -2.76780], [-2.48557, 0.25367, -2.50231], [-2.78907, 2.60949, -2.29256], [-3.51124, 3.77486, -2.46403], [-2.98316, 4.96057, -1.97766], [-1.75529, 4.94084, -1.32879], [-1.08930, 3.73601, -1.19478], [-1.60155, 2.59941, -1.67257], [-4.46367, 3.72188, -2.97381], [-3.52086, 5.89086, -2.09991], [-1.31281, 5.84468, -0.93534], [-0.12634, 3.66911, -0.70297]]}

***

{"formula": "C35H28N6PS4V", "method": "ωB97M-V/def2-TZVPD", "fmax_ev_per_a": 2.7, "relative_energy_kj_mol": 129.76, "lumo_ev": [2.1, 2.1], "spin_multiplicity": 2, "homo_energy_ev": [-3.3474, -2.8396], "charge": -1, "symbols": ["V", "S", "C", "C", "C", "C", "N", "C", "C", "C", "S", "C", "N", "H", "H", "C", "C", "C", "C", "C", "C", "P", "C", "C", "C", "C", "C", "C", "C", "C", "C", "C", "C", "C", "H", "H", "H", "H", "H", "H", "H", "H", "H", "H", "H", "H", "H", "H", "C", "C", "C", "N", "N", "C", "N", "S", "H", "H", "H", "H", "H", "H", "H", "S", "C", "N", "C", "C", "C", "C", "H", "H", "H", "H", "H"], "positions_angstrom": [[0.97607, 1.20079, -0.19510], [1.08786, -1.06043, -0.49713], [2.23274, -1.78969, 0.60010], [2.12347, -3.16140, 0.84761], [3.05696, -3.84960, 1.61448], [2.89745, -5.24301, 1.86621], [2.75879, -6.36524, 2.08376], [4.15648, -3.15060, 2.14709], [4.23513, -1.77184, 1.96163], [3.26887, -1.06846, 1.24119], [3.36008, 0.66685, 1.17018], [5.18219, -3.80933, 2.88338], [6.03608, -4.29939, 3.48101], [1.28668, -3.69708, 0.41672], [5.05905, -1.22582, 2.40103], [-2.33989, -3.79337, -2.02412], [-2.21396, -3.75156, -0.64144], [-2.06352, -2.53417, -0.00051], [-2.06621, -1.33879, -0.72101], [-2.18394, -1.38972, -2.10483], [-2.31423, -2.61293, -2.74930], [-1.79746, 0.21966, 0.21705], [-3.50617, 0.49992, 0.86778], [-3.82025, 1.79902, 1.28097], [-5.06132, 2.09886, 1.81761], [-6.01113, 1.09859, 1.97828], [-5.69920, -0.19965, 1.60666], [-4.45921, -0.49917, 1.05555], [-1.74680, 1.46483, -1.12207], [-2.87085, 1.96981, -1.77482], [-2.71436, 2.92914, -2.76472], [-1.43972, 3.36946, -3.09519], [-0.32698, 2.85404, -2.44231], [-0.44077, 1.88852, -1.43009], [-2.44907, -4.74472, -2.53032], [-2.20776, -4.67068, -0.06735], [-1.90640, -2.50026, 1.07327], [-2.15385, -0.47533, -2.68153], [-2.37790, -2.64424, -3.83073], [-3.07792, 2.58067, 1.15608], [-5.29095, 3.11743, 2.10814], [-6.98818, 1.33024, 2.38452], [-6.42729, -0.99064, 1.74413], [-4.24544, -1.51441, 0.75257], [-3.86274, 1.61759, -1.51485], [-3.58202, 3.33919, -3.26945], [-1.31251, 4.12193, -3.86763], [0.64971, 3.23706, -2.72672], [4.96219, 0.03952, -4.49478], [3.78552, 1.01561, -4.61065], [3.41418, 1.59353, -3.28902], [2.44011, 1.20526, -2.56301], [2.33306, 1.84614, -1.37051], [3.24566, 2.76866, -1.18857], [3.27681, 3.61154, -0.12510], [4.33417, 2.90409, -2.53818], [5.21306, -0.36795, -5.47480], [4.70305, -0.78360, -3.82975], [5.84451, 0.54100, -4.09452], [2.90918, 0.49452, -4.99461], [4.04125, 1.82253, -5.30078], [2.60811, 3.34639, 0.59792], [4.19450, 3.83090, 0.22855], [0.09674, 2.82436, 1.56219], [-0.28159, 1.69562, 2.79202], [0.58322, 0.69135, 3.08351], [0.33260, -0.27889, 3.97982], [-0.84545, -0.30153, 4.66475], [-1.76835, 0.72900, 4.42988], [-1.48107, 1.72100, 3.52504], [1.48481, 0.65757, 2.54276], [1.11086, -1.02009, 4.10279], [-1.04892, -1.09075, 5.37329], [-2.71336, 0.73645, 4.95772], [-2.18446, 2.51574, 3.32827]]}

***

Question: Number 2 is which compound?
Answer: C35H28N2O4PdTe